(1)
This record from OMol25 describes one molecule with the formula C6H14N2O2S at a distorted geometry. The level of theory is wB97M-V/def2-TZVPD.

Cartesian coordinates (Å):
C: -0.8037 0.4562 0.1541
C: -1.6438 -0.1512 -0.9770
C: -0.7165 -1.1365 -1.7456
C: -0.1911 -2.2671 -0.8549
C: 0.5812 -1.6314 0.2871
C: -0.2476 -0.6569 1.0457
H: 3.1539 2.0097 1.0516
H: 2.0515 1.7180 2.6128
H: -0.3402 2.3276 -0.9776
H: -1.4788 1.0487 0.7916
H: -2.0048 0.6518 -1.7074
H: -2.6069 -0.5736 -0.5517
H: -1.3195 -1.7464 -2.4513
H: 0.0650 -0.6689 -2.3279
H: 0.5045 -3.1020 -1.3365
H: -1.0575 -2.9424 -0.5371
H: 1.5725 -1.2046 -0.2054
H: 1.0000 -2.3874 1.0017
H: 0.4093 -0.2985 1.8231
H: -1.2572 -1.1464 1.3777
N: 2.1299 1.5675 1.4216
N: 0.1280 1.4904 -0.3634
O: 1.3478 3.4802 -0.1779
O: -0.0906 2.6957 1.8856
S: 0.8145 2.4676 0.7610

Values from the calculation:
- HOMO energy: -9.95 eV
- 2S+1: 1
- Energy relative to the best compared isomer or geometry (same formula, charge and spin): 51.8 kcal per mole
- Total energy: -895.10986 Ha
- LUMO energy: 0.5 eV
- SMILES: NS(=O)(=O)NC1CCCCC1

So, what does the Mulliken scheme give us? The charges, in e, come out as: atom 1 (C): -0.310, atom 2 (C): -0.818, atom 3 (C): -0.579, atom 4 (C): -0.645, atom 5 (C): -0.570, atom 6 (C): -0.415, atom 7 (H): 0.342, atom 8 (H): 0.352, atom 9 (H): 0.369, atom 10 (H): 0.469, atom 11 (H): 0.330, atom 12 (H): 0.321, atom 13 (H): 0.317, atom 14 (H): 0.342, atom 15 (H): 0.293, atom 16 (H): 0.287, atom 17 (H): 0.228, atom 18 (H): 0.343, atom 19 (H): 0.272, atom 20 (H): 0.276, atom 21 (N): -0.676, atom 22 (N): -0.338, atom 23 (O): -0.666, atom 24 (O): -0.615, atom 25 (S): 1.090

=====

(2)
This record from OMol25 describes one molecule with the formula C3H5N5 at a distorted geometry. The level of theory is wB97M-V/def2-TZVPD.

Cartesian coordinates (Å):
C: -0.1865 1.3614 1.9817
C: 0.5130 0.5183 -0.1873
C: 0.8872 -0.8922 -1.8350
H: -0.2352 0.3559 2.5372
H: -0.0331 2.0698 2.8956
H: -1.1684 1.4931 1.7353
H: 1.5406 -1.6726 -2.4497
H: -0.9962 -1.7240 -2.4942
N: 0.5576 1.5383 0.6942
N: 1.3812 0.0897 -1.1796
N: -0.3654 -1.4435 -1.6072
N: -1.2148 -1.2175 -0.4156
N: -0.6800 -0.4766 0.3246

Values from the calculation:
- HOMO energy: -8.98 eV
- 2S+1: 1
- Energy relative to the best compared isomer or geometry (same formula, charge and spin): 126.7 kcal per mole
- Total energy: -390.91654 Ha
- LUMO energy: 0.0 eV
- SMILES: C/N=c1/nc[nH]nn1

So, what does the Mulliken scheme give us? The charges, in e, come out as: atom 1 (C): -0.724, atom 2 (C): 0.454, atom 3 (C): 0.136, atom 4 (H): 0.242, atom 5 (H): 0.278, atom 6 (H): 0.358, atom 7 (H): 0.289, atom 8 (H): 0.296, atom 9 (N): -0.482, atom 10 (N): -0.419, atom 11 (N): -0.093, atom 12 (N): -0.402, atom 13 (N): 0.066

=====

(3)
This record from OMol25 describes a 2-piece molecular cluster, C35H33BF2O4 overall at a distorted geometry. The level of theory is wB97M-V/def2-TZVPD.

Cartesian coordinates (Å):
C: -6.2121 -2.6443 4.6265
C: -4.8200 -2.2431 4.7092
C: -4.0724 -1.9824 5.8310
C: -2.8764 -1.3398 5.3666
C: -2.9289 -1.2502 3.9890
B: -2.3878 -0.1628 2.8499
C: -1.6057 0.9199 3.6811
C: -1.7910 2.2462 3.9897
C: -0.7287 2.6310 4.8827
C: 0.0123 1.5016 5.1150
C: 1.1642 1.2429 5.9625
O: -0.4765 0.4684 4.3547
C: -1.5311 -1.0464 1.8559
C: -1.2008 -2.3792 1.9376
C: -0.7432 -2.7907 0.6486
C: -0.7429 -1.6691 -0.1543
C: -0.3661 -1.4800 -1.5412
O: -1.1894 -0.5973 0.5791
C: -3.7040 0.3886 2.1667
C: -4.0660 0.4721 0.8445
C: -5.3745 1.0288 0.7890
C: -5.7850 1.1801 2.0900
C: -7.0240 1.7299 2.6018
O: -4.7821 0.7923 2.9478
O: -4.1032 -1.9346 3.5933
H: -6.5205 -2.7710 5.6706
H: -6.8528 -1.8969 4.1487
H: -6.3485 -3.5823 4.0642
H: -4.4024 -2.1331 6.8512
H: -2.0491 -1.0419 6.0075
H: -2.6084 2.8794 3.6519
H: -0.5133 3.6170 5.2808
H: 1.6344 2.2230 6.1548
H: 0.8338 0.8304 6.9327
H: 1.8887 0.5586 5.4928
H: -1.3320 -3.0184 2.8082
H: -0.4466 -3.7870 0.3635
H: 0.3963 -2.2271 -1.7873
H: -1.2382 -1.6352 -2.1981
H: 0.0998 -0.5030 -1.7605
H: -3.4448 0.2034 -0.0023
H: -5.9167 1.3305 -0.1051
H: -7.6141 1.9372 1.6976
H: -7.6046 1.0305 3.2238
H: -6.8732 2.6674 3.1684
C: 4.6886 -3.4637 -2.3559
C: 4.1134 -2.7817 -1.1702
C: 4.1298 -1.3935 -1.0724
F: 4.7099 -0.6551 -2.0728
C: 3.5419 -0.7112 -0.0279
C: 2.8275 -1.4018 0.9992
C: 2.3747 -0.6563 2.1635
C: 3.2163 0.4013 2.6426
C: 4.6295 0.2675 2.5106
C: 5.4991 1.3072 2.7013
F: 6.8313 1.1278 2.4197
C: 5.0925 2.5522 3.1702
C: 6.0942 3.6368 3.3501
C: 3.7166 2.6819 3.4200
C: 2.8118 1.6346 3.2209
C: 2.7352 -2.8122 0.8196
C: 3.4988 -3.4756 -0.1277
H: 4.4154 -4.5264 -2.3294
H: 4.3342 -3.0193 -3.2991
H: 5.7808 -3.3839 -2.3977
H: 3.6260 0.3788 0.0115
H: 1.4498 -0.9125 2.6759
H: 5.0349 -0.7018 2.2604
H: 5.6221 4.5343 3.7601
H: 6.8558 3.3080 4.0641
H: 6.6395 3.8733 2.4247
H: 3.3356 3.6662 3.7064
H: 1.7547 1.7696 3.4271
H: 2.1457 -3.3686 1.5438
H: 3.6203 -4.5559 -0.0900

Values from the calculation:
- HOMO energy: -6.14 eV
- 2S+1: 1
- Energy relative to the best compared isomer or geometry (same formula, charge and spin): 6.7 kcal per mole
- Total energy: -1878.87692 Ha
- LUMO energy: -3.5 eV

So, what does the Mulliken scheme give us? The charges, in e, come out as: atom 1 (C): -1.127, atom 2 (C): 0.498, atom 3 (C): -0.896, atom 4 (C): -0.653, atom 5 (C): 0.539, atom 6 (B): -0.363, atom 7 (C): 0.790, atom 8 (C): -0.566, atom 9 (C): -0.944, atom 10 (C): 0.138, atom 11 (C): -1.088, atom 12 (O): -0.382, atom 13 (C): 0.806, atom 14 (C): -0.303, atom 15 (C): -1.128, atom 16 (C): 0.455, atom 17 (C): -1.402, atom 18 (O): -0.385, atom 19 (C): 1.166, atom 20 (C): -0.814, atom 21 (C): -0.902, atom 22 (C): 0.374, atom 23 (C): -1.183, atom 24 (O): -0.446, atom 25 (O): -0.410, atom 26 (H): 0.333, atom 27 (H): 0.177, atom 28 (H): 0.266, atom 29 (H): 0.383, atom 30 (H): 0.453, atom 31 (H): 0.612, atom 32 (H): 0.444, atom 33 (H): 0.356, atom 34 (H): 0.309, atom 35 (H): 0.251, atom 36 (H): 0.616, atom 37 (H): 0.579, atom 38 (H): 0.346, atom 39 (H): 0.300, atom 40 (H): 0.279, atom 41 (H): 0.461, atom 42 (H): 0.410, atom 43 (H): 0.347, atom 44 (H): 0.236, atom 45 (H): 0.235, atom 46 (C): -1.438, atom 47 (C): 0.881, atom 48 (C): 0.204, atom 49 (F): -0.371, atom 50 (C): -0.391, atom 51 (C): 0.570, atom 52 (C): -0.768, atom 53 (C): -0.259, atom 54 (C): -0.601, atom 55 (C): 0.470, atom 56 (F): -0.360, atom 57 (C): 0.824, atom 58 (C): -1.473, atom 59 (C): -0.797, atom 60 (C): -0.581, atom 61 (C): -0.321, atom 62 (C): -1.047, atom 63 (H): 0.391, atom 64 (H): 0.325, atom 65 (H): 0.329, atom 66 (H): 0.633, atom 67 (H): 0.755, atom 68 (H): 0.645, atom 69 (H): 0.384, atom 70 (H): 0.331, atom 71 (H): 0.329, atom 72 (H): 0.389, atom 73 (H): 0.843, atom 74 (H): 0.541, atom 75 (H): 0.399

=====

(4)
This record from OMol25 describes a 2-piece molecular cluster, C3H7INO overall at a distorted geometry. The level of theory is wB97M-V/def2-TZVPD.

Cartesian coordinates (Å):
C: -1.7885 1.1075 -0.1696
C: -0.6977 0.4104 -0.5861
C: -0.5494 -1.0513 0.2364
N: 0.3923 -0.9267 1.2334
O: -1.2001 -2.0100 -0.0312
I: 3.5079 0.6412 -0.2101
H: -1.9907 2.1348 0.1778
H: -2.6754 0.6097 -0.0369
H: -0.9168 -0.0648 -1.6107
H: 0.3024 0.7717 -0.6149
H: 0.9104 -0.0885 1.4119
H: 0.7963 -1.5998 1.7887
H: 3.9092 0.0658 -1.5888

Values from the calculation:
- HOMO energy: -13.49 eV
- 2S+1: 1
- Energy relative to the best compared isomer or geometry (same formula, charge and spin): 65.1 kcal per mole
- Total energy: -545.82204 Ha
- Charge: +1
- LUMO energy: -7.5 eV

So, what does the Mulliken scheme give us? The charges, in e, come out as: atom 1 (C): -0.261, atom 2 (C): -0.229, atom 3 (C): 0.643, atom 4 (N): -0.294, atom 5 (O): -0.415, atom 6 (I): -0.058, atom 7 (H): 0.280, atom 8 (H): 0.316, atom 9 (H): 0.299, atom 10 (H): 0.219, atom 11 (H): 0.132, atom 12 (H): 0.233, atom 13 (H): 0.136

=====

(5)
This record from OMol25 describes C33H40N4P2PdSe as an isolated structure at a distorted geometry. The level of theory is wB97M-V/def2-TZVPD.

Cartesian coordinates (Å):
Pd: -3.2247 2.4842 1.7317
C: -4.3969 3.8960 0.8242
C: -3.4342 4.6837 1.4750
C: -3.4846 5.1242 2.8818
C: -4.2510 4.1438 3.8397
C: -4.1826 2.6781 3.4691
C: -4.9966 1.8238 2.6765
C: -6.1168 2.3111 1.8066
C: -5.8349 3.7249 1.2413
C: -1.6590 0.4587 1.0131
H: -4.1938 3.7333 -0.2507
H: -2.7564 5.2017 0.7763
H: -3.9489 6.1146 2.8749
H: -2.4801 5.3532 3.2921
H: -3.7128 4.2527 4.7969
H: -5.2888 4.4560 3.9688
H: -3.6512 2.1080 4.2214
H: -5.0005 0.7384 2.9135
H: -7.0855 2.2168 2.3257
H: -6.1660 1.5923 0.9795
H: -6.3768 3.8275 0.2890
H: -6.0927 4.5181 1.9717
H: -2.4796 0.7881 0.2371
H: -2.0214 -0.5454 1.2878
H: -0.7249 0.3420 0.3921
P: -1.0533 1.3313 2.6088
P: -1.0682 3.0747 -0.2279
N: -2.0547 0.4637 4.1015
N: 0.4883 0.8048 3.3102
N: -2.3153 3.6532 -1.6638
N: 0.2343 3.4857 -1.3060
C: -0.5232 3.1506 2.5709
C: -0.1692 3.9226 1.2792
C: -3.0739 -0.3973 3.6709
C: -3.8692 -0.7728 4.7595
C: -3.2823 -0.2165 5.9221
C: -2.1532 0.5292 5.5095
C: 0.7044 -0.5642 3.3640
C: 1.7381 -0.8010 4.2404
C: 2.1835 0.4639 4.7713
C: 1.3636 1.4411 4.2154
C: -3.3163 2.7712 -2.1044
C: -4.2610 3.5050 -2.8552
C: -3.8323 4.8689 -2.9251
C: -2.6717 4.9232 -2.1396
C: 0.5115 4.6567 -2.0226
C: 1.8137 4.6095 -2.4961
C: 2.3917 3.3861 -2.0163
C: 1.4336 2.7567 -1.2591
H: 0.3141 3.2749 3.2484
H: -1.4238 3.6109 3.0385
H: -0.6330 4.9207 1.3786
H: 0.9304 4.0460 1.1202
H: -3.1904 -0.6429 2.6184
H: -4.7435 -1.4315 4.6781
H: -3.6273 -0.3738 6.9461
H: -1.4183 1.0663 6.1183
H: 0.0085 -1.1825 2.7933
H: 2.0670 -1.7910 4.4704
H: 2.9468 0.6343 5.5001
H: 1.3684 2.5113 4.4366
H: -3.2402 1.7085 -1.8533
H: -5.1387 3.0698 -3.2910
H: -4.3548 5.6719 -3.4367
H: -2.0816 5.7849 -1.9041
H: -0.2486 5.4040 -2.1203
H: 2.2841 5.3572 -3.1220
H: 3.3843 2.9750 -2.2129
H: 1.3913 1.8390 -0.6913
Se: -0.0923 0.2928 -2.7460
C: 0.8867 -1.1415 -2.1913
C: 0.6777 -2.4536 -2.6765
C: 1.7110 -3.3785 -2.6030
C: 2.9121 -3.0707 -1.9434
C: 3.0138 -1.8473 -1.2625
C: 1.9691 -0.9312 -1.3066
H: -0.2374 -2.6840 -3.2072
H: 1.5969 -4.3506 -3.0796
H: 3.7528 -3.7681 -1.9432
H: 3.9168 -1.5930 -0.7112
H: 2.0484 0.0053 -0.7676

Values from the calculation:
- HOMO energy (spin up / spin down): -11.64 / -12.97 eV
- Expectation value of S²: 6.051
- 2S+1: 5
- Energy relative to the best compared isomer or geometry (same formula, charge and spin): 59.5 kcal per mole
- Total energy: -4711.57634 Ha
- Charge: +2
- LUMO energy (spin up / spin down): -6.2 / -8.9 eV

So, what does the Mulliken scheme give us? The charges, in e, come out as: atom 1 (Pd): 0.022, atom 2 (C): 0.333, atom 3 (C): 0.013, atom 4 (C): -1.138, atom 5 (C): -1.430, atom 6 (C): 0.977, atom 7 (C): -0.256, atom 8 (C): -0.877, atom 9 (C): -1.218, atom 10 (C): -1.352, atom 11 (H): -0.171, atom 12 (H): 0.878, atom 13 (H): 0.538, atom 14 (H): 0.461, atom 15 (H): 0.410, atom 16 (H): 0.354, atom 17 (H): 0.141, atom 18 (H): 0.253, atom 19 (H): 0.477, atom 20 (H): 0.390, atom 21 (H): 0.448, atom 22 (H): 0.341, atom 23 (H): 0.131, atom 24 (H): 0.939, atom 25 (H): -0.068, atom 26 (P): 1.020, atom 27 (P): -0.179, atom 28 (N): 0.607, atom 29 (N): 0.364, atom 30 (N): 0.486, atom 31 (N): 0.810, atom 32 (C): -0.040, atom 33 (C): -1.176, atom 34 (C): -0.988, atom 35 (C): -0.421, atom 36 (C): -0.740, atom 37 (C): -0.688, atom 38 (C): -0.470, atom 39 (C): -0.730, atom 40 (C): -0.624, atom 41 (C): -0.427, atom 42 (C): -0.726, atom 43 (C): -0.569, atom 44 (C): -1.025, atom 45 (C): -0.066, atom 46 (C): -0.100, atom 47 (C): -0.804, atom 48 (C): -0.766, atom 49 (C): -0.654, atom 50 (H): 0.496, atom 51 (H): -0.264, atom 52 (H): 0.499, atom 53 (H): 0.501, atom 54 (H): 0.429, atom 55 (H): 0.489, atom 56 (H): 0.461, atom 57 (H): 0.498, atom 58 (H): 0.378, atom 59 (H): 0.496, atom 60 (H): 0.494, atom 61 (H): 0.493, atom 62 (H): 0.396, atom 63 (H): 0.507, atom 64 (H): 0.446, atom 65 (H): 0.503, atom 66 (H): 0.317, atom 67 (H): 0.475, atom 68 (H): 0.472, atom 69 (H): 0.668, atom 70 (Se): 0.274, atom 71 (C): 0.366, atom 72 (C): -0.584, atom 73 (C): -0.491, atom 74 (C): -0.360, atom 75 (C): -0.809, atom 76 (C): 0.060, atom 77 (H): 0.438, atom 78 (H): 0.396, atom 79 (H): 0.418, atom 80 (H): 0.404, atom 81 (H): 0.444

=====

(6)
This record from OMol25 describes one molecule with the formula C3H3NO at a distorted geometry. The level of theory is wB97M-V/def2-TZVPD.

Cartesian coordinates (Å):
C: -0.0953 -0.0590 1.4797
C: 0.1411 0.4595 0.0415
C: -0.3554 -0.2649 -0.9572
H: 0.8988 1.3214 0.0233
H: -0.2107 -0.0155 -2.0982
H: -1.1264 -0.8954 -0.7497
N: -0.1314 0.1488 2.7382
O: 0.8792 -0.6948 -0.4777

Values from the calculation:
- HOMO energy: -10.89 eV
- 2S+1: 1
- Energy relative to the best compared isomer or geometry (same formula, charge and spin): 85.9 kcal per mole
- Total energy: -245.95462 Ha
- LUMO energy: 0.2 eV
- SMILES: N#C[C@@H]1CO1

So, what does the Mulliken scheme give us? The charges, in e, come out as: atom 1 (C): 0.131, atom 2 (C): 0.200, atom 3 (C): -0.285, atom 4 (H): 0.283, atom 5 (H): 0.211, atom 6 (H): 0.248, atom 7 (N): -0.410, atom 8 (O): -0.379